P) {"formula": "HN2O3P", "method": "ωB97M-V/def2-TZVPD", "symbols": ["N", "N", "O", "O", "O", "P", "H"], "xyz": [[1.855, 1.371, 1.201], [1.219, 0.565, 0.746], [-4.460, 1.600, 1.068], [-3.354, 0.369, 3.059], [-2.001, 1.990, 1.565], [-3.253, 1.304, 1.914], [9.993, -7.200, -9.554]], "mulliken_charge": [-0.030, 0.033, -0.647, -0.632, -0.604, 0.881, -1.000], "charge": -2, "molar_mass_g_mol": 107.993, "lumo_ev": 5.15, "spin_multiplicity": 1, "homo_ev": 1.4}

***

Q) {"formula": "HN2O3P", "method": "ωB97M-V/def2-TZVPD", "symbols": ["N", "N", "O", "O", "O", "P", "H"], "xyz": [[-3.327, 1.225, -0.489], [-3.257, 2.264, -0.059], [-3.884, -1.259, -0.993], [-4.108, -0.389, 1.354], [-5.713, 0.579, -0.426], [-4.523, -0.288, -0.069], [24.812, -2.133, 0.681]], "mulliken_charge": [0.221, -0.143, -0.698, -0.667, -0.679, 0.966, -1.000], "charge": -2, "molar_mass_g_mol": 107.993, "lumo_ev": 4.31, "spin_multiplicity": 1, "homo_ev": 1.1}

***

Most stable to least stable: P), Q)

***

P) {"formula": "C2H8N2", "method": "ωB97M-V/def2-TZVPD", "symbols": ["C", "N", "H", "H", "H", "H", "H", "C", "N", "H", "H", "H"], "xyz": [[-2.904, 0.580, -1.710], [-3.179, 0.217, -3.206], [-1.991, 0.072, -1.508], [-3.645, -0.033, -1.155], [-2.830, 1.659, -1.547], [-2.429, 0.765, -3.689], [-4.060, 0.619, -3.556], [3.325, -0.553, 3.334], [3.476, -0.546, 2.072], [2.441, -1.175, 3.660], [3.982, -0.121, 4.102], [3.926, 0.354, 1.890]], "mulliken_charge": [-0.625, -0.178, 0.345, 0.324, 0.331, 0.362, 0.355, -0.213, -0.436, 0.229, 0.252, 0.255], "charge": 1, "molar_mass_g_mol": 60.100, "lumo_ev": [-3.79, -10.04], "spin_multiplicity": 2, "s_squared": 0.7552, "homo_ev": [-12.4, -11.7]}

***

Q) {"formula": "C2H8N2", "method": "ωB97M-V/def2-TZVPD", "symbols": ["N", "C", "C", "N", "H", "H", "H", "H", "H", "H", "H", "H"], "xyz": [[-2.025, 0.039, -0.080], [-0.732, -0.244, 0.364], [0.510, 0.362, -0.292], [1.799, 0.472, 0.448], [-2.027, -0.144, -1.103], [-0.706, -0.100, 1.434], [1.889, -2.026, -1.475], [-1.216, -1.220, -0.057], [0.140, 1.197, -0.878], [1.036, -0.373, -0.923], [2.426, -2.386, -1.091], [1.563, 0.893, 1.360]], "mulliken_charge": [-0.270, 0.146, -0.271, -0.367, 0.340, 0.374, -0.100, 0.228, 0.367, 0.161, 0.130, 0.264], "charge": 1, "molar_mass_g_mol": 60.100, "lumo_ev": [-8.86, -8.74], "spin_multiplicity": 2, "s_squared": 0.7557, "homo_ev": [-15.9, -15.9]}

***

Most stable to least stable: P), Q)